C5H4O5S2 as an isolated structure. Source: OMol25; level of theory: the ωB97M-V functional and the def2-TZVPD basis.

Structure (XYZ):
```
16
Properties=species:S:1:pos:R:3:forces:R:3
S 0.99139 0.06047 -1.79155 0.1 0.9 1.2
S 2.29605 -1.50832 0.05946 -1.3 -1.3 3.2
O 1.34256 -2.61728 -0.21192 0.1 0.0 0.1
O 3.03874 2.57107 0.61573 0.1 0.6 0.2
O 4.81876 1.59132 -0.50045 -0.3 0.2 0.1
O 3.29162 -1.41354 -0.94389 2.5 0.3 -2.4
O 2.92802 -1.72503 1.40327 -0.7 0.6 -0.4
C -0.44554 -0.83226 -1.43956 -0.6 0.3 -1.2
C -0.92932 -0.80420 -0.21893 -0.1 -0.2 2.4
C 3.89610 2.04474 0.04819 0.1 -0.6 -0.1
C 0.07679 -0.02520 0.71935 -1.1 1.1 -0.3
C 1.42924 0.05828 0.02916 0.7 -0.5 -0.6
H -0.27363 1.09121 0.95329 0.2 -2.1 -0.3
H 0.10163 -0.61322 1.64771 0.4 0.4 0.0
H -1.67389 -1.51885 0.28387 0.9 1.2 -1.2
H -0.75125 -1.34608 -2.30619 -1.1 -0.9 -0.7
```
Positions in Å, forces in eV/Å.

Properties
Charge: -2
Energy above the lowest of the compared OMol25 structures with the same formula, charge and spin (kcal/mol): 22.0
HOMO energy (eV): 1.08
Total energy (Eh): -1365.4279
Frontier orbital gap (hartree): 0.170

---

One molecule with the formula C5H4S. Source: OMol25; level of theory: the ωB97M-V functional and the def2-TZVPD basis.

Structure (XYZ):
```
10
Properties=species:S:1:pos:R:3:forces:R:3
S 1.85419 0.30879 0.15322 0.4 1.2 -1.1
C -0.99496 -0.59843 0.28282 1.0 -1.5 0.7
C -0.68562 0.75509 -0.01021 -3.4 -1.0 -0.1
C -2.05450 0.15978 0.29122 2.5 2.6 -0.8
C 0.50299 1.34473 -0.29946 1.3 1.0 1.2
C 1.25476 -1.23428 -0.05942 -0.3 1.2 -1.2
H 0.86384 2.41164 -0.40233 -1.1 -1.3 0.2
H 0.72416 -1.50062 -0.93895 0.1 -0.3 -0.7
H 1.62284 -1.91408 0.58641 0.9 -2.3 1.9
H -3.08771 0.26736 0.39670 -1.3 0.4 -0.1
```
Positions in Å, forces in eV/Å.

Properties
Multiplicity: 3
Charge: 0
Energy above the lowest of the compared OMol25 structures with the same formula, charge and spin (kcal/mol): 27.2
HOMO energy (alpha / beta) (eV): -6.44 / -8.46
Total energy (Eh): -590.8002
Frontier orbital gap (alpha / beta) (hartree): 0.271 / 0.235

---

One molecule with the formula C5H4S2. Source: OMol25; level of theory: the ωB97M-V functional and the def2-TZVPD basis.

Structure (XYZ):
```
11
Properties=species:S:1:pos:R:3:forces:R:3
S 1.74327 1.02103 -1.15164 -0.9 -1.1 -0.6
S 1.86013 0.97476 1.83389 -0.5 -0.5 -1.0
C -0.20392 -0.14504 0.34030 0.2 -0.6 0.8
C 1.13942 0.51820 0.41494 -0.3 1.3 0.7
C -1.42606 -0.62334 -1.95799 0.8 1.3 2.3
C -0.95285 -0.28442 -0.87621 -0.1 -1.1 -2.9
C -0.72371 -0.75638 1.41491 -0.4 -0.2 -0.5
H 2.37146 2.06709 -0.72284 0.9 0.9 0.6
H -1.89476 -0.71377 -2.91053 0.0 -0.2 0.1
H -1.62582 -1.33916 1.21335 0.1 0.3 0.6
H -0.28716 -0.71899 2.40181 0.1 -0.1 -0.1
```
Positions in Å, forces in eV/Å.

Properties
Charge: 0
Energy above the lowest of the compared OMol25 structures with the same formula, charge and spin (kcal/mol): 53.6
SMILES string: C#CC(=C)C(=S)S
HOMO energy (eV): -8.84
Total energy (Eh): -989.1797
Frontier orbital gap (hartree): 0.285

---

A 24-piece molecular cluster, C5H55O29PS2 overall. Source: OMol25; level of theory: the ωB97M-V functional and the def2-TZVPD basis.

Structure (XYZ):
```
92
Properties=species:S:1:pos:R:3:forces:R:3
S 0.25368 -3.25946 -2.24964 -1.0 0.5 0.7
S 0.65391 -0.11595 -0.31863 1.4 4.1 -1.3
P -0.65298 -2.94507 -0.56346 1.7 -2.4 -0.5
O -2.05463 -3.91758 -0.45519 1.1 2.5 0.7
O 4.93039 -4.06728 -4.09963 0.0 -0.3 0.0
O -0.81613 -1.30755 2.44700 -1.4 1.5 -3.8
O 6.51332 3.15617 2.93219 0.1 0.2 -0.2
O -3.13340 -4.43205 2.29185 0.1 0.3 -0.1
O 3.47010 -3.25623 -1.70319 0.3 0.1 0.2
O -2.04339 4.83648 -0.62836 0.1 0.0 0.0
O -2.70048 0.86162 5.02156 0.0 0.3 -0.2
O 0.31853 1.24742 0.28015 0.3 -3.6 -1.0
O -4.77738 2.04154 -1.37305 0.1 0.2 -0.2
O -5.99258 -4.72104 2.23701 -0.1 -0.5 -0.1
O -3.79551 -0.74174 -3.61805 -0.1 0.0 -0.2
O -2.62038 -3.26247 -5.25557 0.1 0.0 -0.1
O -0.98030 -6.05830 3.50560 0.2 -0.2 0.0
O 1.77540 3.29265 -1.57723 0.0 0.0 0.1
O 2.35666 8.11163 -3.16576 -0.1 0.0 0.0
O 3.24766 5.80253 -1.04191 -0.3 0.1 0.2
O 9.62949 -0.84774 -3.96650 -0.2 0.0 0.2
O -7.35047 -2.46118 3.13278 -0.4 -0.2 0.1
O -1.50550 3.19094 1.66481 0.2 0.2 0.2
O -2.36476 6.99536 -4.79030 0.2 0.0 -0.1
O -2.31722 0.19815 1.46772 1.7 -2.6 -0.2
O 1.09591 -0.00646 -1.74927 -1.1 -0.8 3.2
O 0.40762 -3.53861 0.65901 -2.5 0.4 -1.5
O -0.02379 5.58867 -2.94197 0.0 0.1 -0.1
O 4.93056 0.55389 2.02163 0.0 0.1 -0.2
O -0.85178 -1.25868 5.90281 0.2 0.0 0.1
O -0.62113 -0.77516 9.24534 -0.1 0.2 -0.2
O 6.38036 -1.76731 -3.74010 0.1 0.5 0.1
C -3.25581 -0.21532 0.39795 1.6 0.0 0.9
C -1.30179 -0.82470 1.41800 0.2 0.4 2.7
C -0.94122 -1.12753 -0.14869 -1.4 1.0 1.9
C -2.20741 -0.35758 -0.83372 -1.7 -0.4 0.0
C 2.02224 -0.79215 0.73612 0.7 -0.9 0.4
H -1.85817 7.30322 -5.55064 -0.1 0.0 0.1
H -7.05498 -3.37484 2.98236 0.3 0.2 -0.1
H -2.02659 0.73002 -1.16046 0.3 -1.9 0.4
H -1.68920 2.27088 1.89180 0.0 -0.1 -0.2
H -2.62660 -4.13415 1.52584 0.0 -0.3 0.1
H 2.52983 7.69216 -2.31269 0.1 -0.1 -0.2
H -0.03290 -6.05964 3.32400 -0.1 0.1 0.1
H -2.58784 4.19688 -1.10080 0.2 0.1 0.0
H -1.17348 -6.97211 3.74744 -0.1 0.1 0.0
H -1.19159 -1.54575 5.04606 0.0 0.1 0.1
H -2.45754 -4.68016 2.93922 -0.1 -0.2 0.0
H 2.77193 0.05658 0.93374 -1.3 -1.0 -0.6
H -3.71395 -0.09431 -4.32840 0.0 -0.1 0.1
H -1.84249 -2.80822 -5.60194 -0.1 0.0 0.1
H 7.18384 3.44366 3.56311 -0.1 -0.1 0.0
H -1.68972 6.74447 -4.14531 0.0 -0.1 0.1
H -0.69386 0.18569 9.21541 0.0 -0.1 0.1
H -5.11246 1.75488 -2.23189 0.0 -0.1 0.1
H -5.03967 -4.72218 2.05674 0.1 0.2 0.3
H -3.03926 0.57321 4.16426 0.1 -0.1 0.1
H -0.05785 4.64682 -3.14738 0.1 0.1 0.1
H -1.86865 4.40953 0.22546 -0.2 -0.1 0.0
H 3.55406 -2.61317 -2.41722 -0.2 -0.2 0.0
H 2.65373 6.16280 -0.37210 0.1 0.0 0.0
H -4.85268 3.00360 -1.40157 -0.1 -0.1 0.1
H -2.77314 1.82354 4.99024 0.0 -0.1 0.0
H 2.74490 5.07331 -1.43421 0.1 -0.1 -0.2
H -0.92531 -0.29666 5.87130 -0.2 -0.1 -0.2
H 5.60263 -4.31466 -3.45283 0.0 0.0 -0.1
H -8.30744 -2.53508 3.22269 0.1 0.1 0.0
H 5.77818 0.12096 1.86760 -0.1 0.1 0.1
H -3.99993 0.63950 0.37521 0.8 -1.5 -0.6
H -0.55786 3.19525 1.48090 -0.1 -0.2 0.0
H 5.44025 -3.75923 -4.85901 -0.1 0.1 0.1
H 0.62917 -4.45665 0.35865 -0.1 1.0 0.2
H -3.74557 -1.59492 -4.07169 0.1 -0.1 0.0
H 6.30060 -0.80831 -3.82340 0.1 -0.1 -0.1
H -0.16840 5.62262 -1.98700 -0.3 -0.1 -0.1
H -2.74116 -0.93915 -1.67373 1.3 1.0 1.0
H -0.96097 -1.06255 8.38645 0.1 -0.1 0.0
H 1.80697 7.46992 -3.63243 0.0 0.0 0.2
H -2.32468 -4.17234 -5.13164 -0.1 0.1 0.1
H -6.18677 -5.63413 2.47886 0.0 0.1 0.0
H 3.52660 -4.10889 -2.15076 -0.1 0.2 -0.1
H 2.54813 -1.64631 0.19288 -0.9 1.2 0.4
H 1.67370 -1.19427 1.74424 0.0 0.7 -1.5
H 1.73845 2.34851 -1.78450 -0.1 0.1 0.0
H 5.15644 1.49181 2.08962 0.1 -0.1 0.2
H 9.89134 -0.59003 -3.07482 0.0 0.0 -0.1
H 1.63024 3.32753 -0.62372 -0.1 -0.2 -0.1
H -2.86695 -3.37927 -0.58829 0.5 -0.4 -0.1
H 5.73121 -1.99807 -3.06389 0.1 -0.1 -0.1
H -3.63376 -1.21001 0.84314 -0.2 1.4 -1.4
H 8.77914 -1.29053 -3.84204 0.1 0.0 -0.1
H 6.45232 3.88834 2.30586 0.0 -0.1 0.1
```
Positions in Å, forces in eV/Å.

Properties
Charge: 0
Energy above the lowest of the compared OMol25 structures with the same formula, charge and spin (kcal/mol): 0.0
HOMO energy (eV): -9.77
Total energy (Eh): -3543.1708
Frontier orbital gap (hartree): 0.334

---

A 21-piece molecular cluster, C5H56O20P overall. Source: OMol25; level of theory: the ωB97M-V functional and the def2-TZVPD basis.

Structure (XYZ):
```
82
Properties=species:S:1:pos:R:3:forces:R:3
P -3.32704 -1.15580 1.22913 -0.6 -0.4 0.1
O 0.05107 3.53997 -4.39299 0.1 0.1 0.0
O -3.70725 4.37509 -0.92160 0.2 0.4 -0.1
O 4.91806 2.62174 -3.52642 0.0 0.2 0.0
O -4.32096 -7.01738 2.46816 0.0 -0.1 0.4
O -6.32024 -3.73716 2.36461 -0.1 -0.1 0.4
O 0.43967 -1.71650 -3.01429 -0.1 0.1 -0.2
O 3.31856 -3.47996 -2.99565 -0.3 -0.2 0.6
O 0.62849 6.37807 -2.95726 0.0 -0.4 -0.1
O 3.90154 4.89062 3.28204 -0.2 0.1 0.2
O 3.50411 5.29136 -2.06165 -0.1 -0.1 -0.2
O -3.36066 -3.84642 2.96673 0.0 -1.3 0.8
O 2.65236 -3.90111 2.56574 0.1 0.0 0.1
O 0.01063 -3.48515 1.35355 0.3 -0.5 0.0
O -3.95318 -9.29144 0.77438 0.1 -0.2 0.2
O 3.02745 0.46075 -2.50781 -0.1 0.2 -0.3
O 2.35962 -1.77138 -0.96624 0.0 -0.3 0.3
O 2.67116 6.65114 5.45861 0.1 0.0 0.0
O -1.57324 2.54512 -2.05225 0.0 0.4 -0.3
O 4.21035 2.02253 1.95278 0.1 0.2 -0.1
O 4.19993 -3.00860 -5.43330 0.0 0.2 -0.6
C 0.04083 -0.07536 0.71442 -0.5 0.3 0.4
C -3.45284 1.70679 0.98989 0.7 0.0 0.9
C -2.44798 0.55303 1.21863 0.3 0.5 -0.7
C -1.25490 0.67211 0.23310 0.6 -0.1 0.9
C 0.66994 0.60719 1.97745 0.0 -0.6 -0.4
H 0.22141 4.45654 -4.13972 0.0 0.2 0.1
H 4.10486 -2.16741 -5.89301 0.1 0.0 0.0
H -2.90850 2.65057 1.20996 -0.3 -0.2 -0.4
H 1.68194 0.96626 1.73354 -0.3 0.1 0.3
H 3.75741 4.50205 -2.56204 -0.1 -0.1 0.0
H 5.32312 2.78131 -2.66772 0.1 -0.1 0.0
H -2.44540 -4.12097 2.84565 0.1 0.3 -0.2
H -0.97112 1.74320 0.19779 -0.1 -0.3 -0.2
H -2.31574 2.25502 -2.59430 0.0 0.0 0.1
H -3.32725 -3.25626 3.72855 0.1 0.3 -0.2
H -0.16439 -1.12598 0.99689 -0.2 0.7 -0.4
H 1.35333 5.79927 -2.67842 0.2 0.2 0.2
H 3.94884 5.78503 2.92522 0.0 0.0 -0.1
H -2.02880 0.69179 2.23596 -0.3 -0.2 -0.3
H -3.81188 -1.01311 -0.15763 0.0 0.3 -0.3
H 3.91269 -4.01219 -3.52679 0.1 0.1 0.0
H 1.69946 -4.04783 2.63140 0.0 0.0 -0.2
H 3.46240 -2.58507 -3.31527 0.1 0.0 0.0
H 2.65311 -0.24419 -1.94651 0.3 -0.2 0.2
H 2.25337 0.91766 -2.85430 0.0 0.1 0.1
H -4.53795 -7.43443 3.30895 -0.1 0.1 0.0
H 4.55889 1.72734 -3.45244 -0.2 0.0 0.2
H 0.59553 -3.02806 0.73737 -0.1 0.1 0.0
H 0.04238 6.40532 -2.19357 -0.1 0.0 0.0
H -2.84305 -1.35997 2.63383 0.2 -0.1 0.4
H 3.48400 -3.55014 -5.78347 0.0 0.0 0.0
H -3.67963 4.94702 -0.14931 -0.1 -0.1 0.1
H -3.99606 -2.43461 1.34301 -0.1 0.1 -0.4
H 0.79052 -0.08459 -0.09432 -0.3 0.0 0.2
H -4.56814 -0.53440 1.70693 -0.1 0.3 0.3
H -2.14518 -1.86283 0.69516 0.4 -0.1 -0.1
H -1.51448 0.39580 -0.80183 -0.1 -0.1 0.4
H 0.70765 -1.70161 -3.93791 0.0 -0.1 0.0
H 2.72022 -3.00021 2.23402 0.0 0.0 0.1
H 4.39283 2.94257 2.18043 -0.1 0.0 0.1
H 3.94562 2.05680 1.02769 -0.1 -0.1 0.0
H -2.80702 4.02761 -0.99091 -0.1 -0.4 -0.1
H -3.95314 -6.15785 2.72126 0.0 0.2 -0.2
H -0.29218 3.60173 -5.28927 -0.1 -0.1 0.0
H -5.42122 -3.54087 2.67013 -0.1 0.1 -0.5
H 0.04364 1.42315 2.37370 0.3 -0.2 -0.3
H 3.23790 6.88745 6.19879 0.0 0.0 0.0
H -0.25938 -1.05368 -2.95564 0.0 -0.1 0.3
H -0.73054 -3.76269 0.80224 -0.2 0.3 0.1
H -0.98691 2.99406 -2.67605 0.0 -0.1 -0.2
H -4.24876 1.64412 1.75179 0.1 0.0 -0.5
H 2.95522 4.72353 3.37812 0.0 -0.2 -0.2
H 1.74751 -2.22141 -1.56892 -0.1 0.2 0.0
H -3.87922 1.74357 -0.02125 0.1 -0.1 0.3
H 3.00827 -2.44775 -0.74093 0.1 0.0 -0.1
H 3.11560 5.89736 5.05094 0.1 0.0 0.1
H -3.93602 -8.68354 1.53082 -0.1 0.2 -0.4
H 0.75342 -0.14575 2.77905 0.1 0.4 -0.1
H -3.03670 -9.56038 0.66585 0.0 0.0 0.0
H 3.87914 6.01796 -2.57038 0.0 0.0 0.0
H -6.42705 -4.67557 2.54709 0.0 0.0 -0.1
```
Positions in Å, forces in eV/Å.

Properties
Charge: -1
HOMO energy (eV): -2.96
Total energy (Eh): -2070.0973
Frontier orbital gap (hartree): 0.160

---

Number 5 is which compound? C5H56O20P

---

Among the records above, which one has the highest total energy? C5H4S